(1)
C56H86O27 | ωB97M-V/def2-TZVPD

Properties
relative energy (zero: lowest compared OMol25 entry of this formula, charge and spin): 143.0 kcal/mol
strongest force on any atom: 0.095 Eh/bohr
total energy: -4216.859101 a.u.
net charge: 0

Element x y z (Å)
O (-13.483047, -8.539882, 10.550042)
C (-8.844948, 1.703655, 10.599080)
C (-20.839282, 2.873063, 16.525508)
H (-19.603716, -3.610718, 17.258481)
O (-14.497900, -0.218930, 19.191069)
C (-7.295144, 0.147089, 9.592097)
C (-19.510121, 2.463688, 10.155773)
H (-9.243751, -0.329517, 15.284710)
O (-21.254879, -4.736817, 13.092023)
H (-13.828153, -0.545033, 14.159781)
H (-8.163840, -8.264676, 13.747769)
C (-13.299464, 1.810436, 19.964833)
H (-14.199187, -0.388923, 12.378584)
C (-15.364222, -1.872446, 13.353241)
H (-8.927970, -9.648324, 11.689658)
O (-6.667953, 0.817018, 10.628820)
H (-7.652864, -6.602577, 10.543920)
C (-9.493038, -11.181470, 13.116247)
C (-15.139732, -0.755390, 6.783189)
O (-11.896862, -7.770605, 19.915902)
C (-13.522402, -3.414126, 13.485610)
C (-8.890852, -4.906720, 11.070846)
O (-19.418219, 1.805129, 8.904084)
C (-18.482011, -3.998165, 19.078641)
C (-11.417399, -7.004678, 20.994767)
C (-13.005356, -2.102436, 13.002813)
H (-13.566190, -1.106224, 8.331157)
H (-7.200396, -5.066112, 9.743075)
H (-18.997895, 3.447127, 15.720285)
O (-19.693671, -4.799300, 21.184993)
O (-13.736387, 1.270786, 17.767319)
C (-19.695391, -4.462824, 11.359611)
C (-9.810509, -4.747027, 8.976705)
O (-6.704830, -0.781567, 9.045672)
C (-9.002591, -3.079422, 16.372125)
C (-12.910044, 2.437915, 17.671852)
C (-8.586726, 0.872134, 9.343286)
H (-6.901135, -0.934287, 15.294810)
H (-20.894373, -2.908993, 10.464928)
H (-19.877817, 1.773016, 10.914643)
H (-13.869289, 7.386368, 8.887542)
H (-21.057366, 3.726592, 10.897998)
H (-10.368789, -7.278206, 21.111806)
H (-20.555042, -5.850662, 17.174113)
H (-7.308341, 1.969177, 12.212760)
C (-14.324183, 6.451504, 9.214913)
H (-20.036660, -5.020376, 10.487382)
H (-15.434774, -1.759287, 7.088551)
H (-16.141150, -1.505202, 12.682711)
C (-20.439276, 2.119166, 8.054297)
O (-20.110250, -5.757744, 19.218806)
H (-15.977458, -0.071632, 6.920277)
H (-10.782398, -1.802372, 16.385470)
C (-13.905677, 0.813202, 18.968675)
C (-12.847943, -5.624571, 19.738034)
H (-12.027313, -1.815648, 13.389178)
H (-7.045169, 2.838427, 10.680232)
C (-19.040272, 1.269540, 16.157044)
H (-9.812678, -9.226587, 15.584221)
C (-19.690294, -5.691598, 17.818327)
O (-19.621335, -6.280581, 13.072434)
O (-10.258196, -10.768919, 14.139486)
C (-9.780760, -9.453673, 14.518615)
H (-20.076629, 4.561531, 9.708360)
H (-12.328153, 3.599169, 19.437059)
H (-13.125013, -4.341642, 13.073421)
C (-12.351628, 2.569230, 19.081019)
H (-21.271077, 2.580029, 17.482481)
H (-14.064886, 2.466533, 20.379266)
H (-12.804676, -4.787061, 19.041760)
H (-22.658638, -3.832113, 11.744823)
H (-7.676310, -9.757763, 14.522509)
H (-16.597766, -10.345575, 13.184774)
H (-9.750377, -1.805641, 17.846083)
C (-15.550193, -10.162666, 12.945569)
H (-14.876718, -10.229154, 13.800034)
O (-13.229029, 0.547977, 7.191221)
C (-11.583387, -5.539787, 20.600209)
O (-7.767041, -2.791346, 15.927076)
H (-11.338684, 2.168718, 19.121510)
H (-8.496321, 1.498755, 8.455993)
C (-14.069761, -1.058299, 13.229039)
C (-7.418267, 1.918082, 11.129520)
H (-11.679864, -4.838085, 21.428713)
H (-9.431976, -5.561565, 11.753830)
C (-20.133560, -5.261871, 12.554390)
H (-22.202358, 2.635878, 9.194678)
H (-18.966636, 3.108849, 17.411681)
H (-17.464355, -4.362615, 19.218814)
H (-13.406654, -3.592290, 14.554709)
H (-12.870879, -2.300816, 11.939483)
O (-14.947593, -3.304911, 13.235642)
O (-10.488485, -4.283733, 8.081576)
C (-18.900127, -4.352075, 17.637240)
H (-8.263431, -4.289987, 11.714333)
O (-14.005554, 4.288426, 9.814844)
C (-12.581727, -7.014502, 19.091310)
H (-16.322211, -8.829622, 11.428559)
H (-14.725845, 0.153390, 8.669609)
O (-9.444002, -4.223641, 16.412270)
C (-14.244819, -9.330955, 11.134705)
H (-13.788608, -5.528175, 20.280203)
H (-21.149425, 3.895531, 16.309987)
O (-22.173437, 1.628277, 14.832991)
O (-9.837107, -4.222765, 10.231130)
H (-7.608985, -10.596499, 12.276643)
C (-8.027837, -5.702871, 10.056064)
O (-20.583817, 1.593252, 6.953212)
H (-8.642944, -6.269970, 7.917563)
C (-14.133740, -0.296440, 7.872642)
C (-21.322439, 3.097530, 8.746646)
C (-7.540696, -1.405116, 16.041385)
H (-8.797326, 0.052802, 16.950448)
C (-13.597366, 5.201906, 8.832762)
C (-15.230175, -11.291763, 11.871398)
H (-9.726051, -6.834899, 9.171818)
H (-15.324620, 6.336249, 8.797873)
H (-7.051923, -1.188682, 16.991307)
C (-21.740198, -3.644923, 12.301178)
H (-15.261227, -7.973266, 12.502291)
H (-18.077334, -4.441320, 16.927907)
O (-15.027204, 4.288478, 11.863681)
H (-18.546447, -2.911903, 19.141763)
H (-13.871140, -1.582659, 5.258553)
H (-12.526881, 5.385129, 8.925448)
C (-14.316922, 6.349019, 10.749933)
H (-11.938213, -7.163920, 21.938960)
H (-18.610033, -4.409874, 11.445122)
H (-13.612466, 3.255275, 17.508657)
H (-10.719002, -5.305851, 19.978746)
H (-10.465103, -8.746612, 14.049745)
H (-9.281791, 2.658684, 10.307227)
O (-9.644377, -12.342691, 12.766285)
C (-19.326942, 2.717565, 16.460264)
C (-8.543411, -10.130023, 12.588648)
C (-19.476761, -4.829744, 19.956917)
C (-14.512433, 4.880025, 10.915377)
C (-8.841310, -0.744699, 16.208710)
H (-18.480620, 2.770138, 10.341059)
H (-18.992414, -6.517877, 17.683003)
C (-15.435377, -8.949948, 12.050787)
H (-15.004040, -0.380835, 4.631603)
H (-15.932942, -11.364942, 11.041421)
C (-9.758215, -1.839535, 16.756644)
H (-13.769204, 4.818633, 7.826938)
C (-14.384672, -0.648874, 5.487545)
C (-20.532507, -3.175997, 11.457833)
O (-12.693409, 1.053564, 5.055331)
H (-12.785253, 1.351097, 20.809051)
O (-12.918880, -7.512113, 18.042086)
O (-14.098759, -10.655045, 11.185195)
H (-20.035535, -2.305120, 11.885258)
H (-9.517290, 1.215057, 11.304301)
H (-15.082768, 6.910661, 11.284862)
C (-8.438685, -9.310541, 13.884637)
C (-20.496772, 3.591210, 9.973062)
C (-21.168805, 1.818026, 15.420402)
O (-20.133325, 0.968297, 15.261207)
H (-12.097067, 2.337021, 16.952825)
H (-9.436462, 0.198472, 9.232633)
H (-15.737822, -1.787432, 14.373675)
H (-14.901651, -12.222547, 12.333790)
H (-21.668992, 3.892801, 8.086701)
H (-17.994065, 1.191186, 15.861418)
H (-13.285677, 6.511816, 11.063175)
C (-13.378830, 0.397090, 5.864293)
H (-22.176389, -2.887343, 12.952270)
H (-19.039362, 0.595036, 17.013269)
C (-8.998105, -6.061495, 8.926769)

Cartesian forces (eV/Å) of the 3 atoms listed first:
-1.948 -2.511 1.281
0.411 0.581 -0.139
0.394 -1.060 -1.341



(2)
C56H89BF5N5O15S7 | ωB97M-V/def2-TZVPD

Properties
relative energy (zero: lowest compared OMol25 entry of this formula, charge and spin): 0.0 kcal/mol
strongest force on any atom: 0.020 Eh/bohr
total energy: -6901.200465 a.u.
net charge: 0

Element x y z (Å)
C (4.924543, 1.084437, -0.725933)
C (5.259285, -10.938206, -1.305625)
S (5.895650, 2.327545, -1.564820)
H (-2.426748, -4.804907, -2.396157)
C (4.958202, -12.439023, -1.209437)
H (-2.529617, 1.565027, 6.975900)
B (-2.376777, -1.044572, 4.421171)
C (-7.683204, -5.575921, -2.415540)
H (-2.124094, 3.652883, -3.387078)
H (-9.217152, -7.722158, -3.261934)
H (5.860729, -13.027659, -1.365078)
O (-1.104860, -3.702189, -0.431920)
C (3.882533, -12.758077, -2.257109)
C (-1.375340, 5.252258, -5.942053)
H (-4.196462, -0.339596, 2.532848)
S (-4.147434, 7.745247, 4.874932)
F (0.592182, 7.139494, 1.850724)
H (-8.554621, -4.914283, -4.273798)
C (-0.846378, 4.150957, 0.681005)
H (-4.370740, -2.408867, 4.260519)
H (0.552629, 6.857044, -1.990725)
H (4.121200, -7.300614, -0.599237)
S (3.750207, -10.163157, -1.906501)
S (-6.333894, -6.484023, -3.160007)
H (1.581871, 6.775383, -4.714225)
C (0.650691, 0.251075, 4.321711)
C (5.639310, -0.227152, -1.034193)
F (1.404575, 8.941349, 0.955249)
H (-2.787176, 3.934869, -6.979880)
O (-2.419797, -0.990828, 5.780444)
H (4.954918, 1.313267, 0.339431)
H (-3.548852, 9.871349, 4.043648)
H (-9.747966, -5.334830, -3.045475)
H (-1.111864, 5.716961, -2.170379)
C (-8.785308, -5.615372, -3.469200)
N (-2.302310, -2.372611, 3.788879)
C (-2.956838, -6.385968, 0.064190)
C (-1.530366, 7.967819, 4.400618)
O (6.073425, 3.474353, -0.704086)
C (-8.795939, -7.051055, -4.012692)
C (-1.470680, 1.300610, 3.713035)
H (4.794786, 5.535464, 1.276172)
H (8.210145, 1.973438, -1.147414)
N (-0.366513, 1.253482, 4.645822)
C (-2.616135, 6.889217, 4.482826)
S (4.101028, -3.708149, -0.688027)
H (5.316870, -1.014461, -0.367318)
H (-3.750913, -6.758159, -1.931903)
H (6.042473, -10.724504, -2.030325)
H (2.786734, 5.007567, -1.934362)
H (5.419668, -0.540124, -2.055944)
H (-1.446753, 8.335158, 3.376382)
H (4.579328, -12.676545, -0.213672)
H (2.293478, -4.285686, -2.078712)
H (-1.197504, -3.381743, 2.284865)
O (-5.042195, 7.704328, 3.746557)
C (-2.789550, -6.728165, -1.421153)
H (-2.738269, 6.360529, 3.541362)
H (-0.323525, 7.856837, -5.076085)
C (-0.324509, 4.509476, -0.561220)
F (3.011197, 6.386708, 2.730929)
H (-2.326687, 2.635826, 5.591764)
C (-1.956613, 9.118415, 5.322058)
H (-1.850629, 8.817226, 6.366667)
C (-3.646684, -2.957057, 3.653645)
H (4.852705, 5.647361, -0.441042)
H (-7.340588, -4.573806, -2.168421)
H (-3.671115, -4.012460, 3.934157)
C (7.427767, 1.387788, -1.623085)
H (-7.145634, -8.497782, -4.128867)
C (-0.664997, 1.314788, 6.010633)
C (-1.547563, 2.436302, 2.900334)
C (2.816774, -11.677972, -2.104089)
H (-4.317779, 1.684355, 1.111840)
C (-1.814712, 2.183927, 6.439441)
C (1.909132, 4.248139, 0.380535)
H (-4.595111, 5.099951, -5.342297)
H (3.462223, -13.752552, -2.116544)
C (3.374038, -4.373962, -2.176793)
H (3.895652, 7.643345, -0.040229)
H (3.737641, -5.196378, 1.127582)
H (3.218450, -6.424634, -2.886343)
H (7.746614, -0.741670, -1.278561)
C (-7.340815, -7.442381, -4.300302)
H (1.585608, 0.531202, 4.805850)
H (-0.560399, 7.559544, 4.678739)
O (-5.728384, -7.357117, -2.180540)
H (-0.357762, 3.665834, -3.377405)
H (-0.438688, 4.999060, -6.411414)
C (-1.242901, 3.619692, -2.746082)
H (-0.961116, -6.996966, 0.682411)
C (3.810742, -5.837683, -2.186401)
C (-3.443352, 0.430530, 2.645350)
H (2.229872, -11.819366, -1.196905)
C (-1.574050, -2.385555, 2.519191)
H (0.395141, -0.742630, 4.694884)
C (-2.588981, 4.687759, -6.237379)
C (1.708480, 4.978851, -2.030210)
H (-0.731619, -1.697333, 2.532996)
C (-2.858218, 6.215999, -4.614267)
H (2.407790, 6.751080, -0.230279)
C (3.297731, 6.838514, 0.387085)
O (0.548778, -5.518682, -0.919830)
O (-1.270249, 2.359712, -2.059457)
H (3.631715, 3.831298, -0.762448)
H (-9.406485, -7.138985, -4.909647)
N (2.117678, 3.558879, 2.774503)
C (1.068837, 4.579796, -0.702792)
H (-1.348617, 10.008608, 5.166246)
H (4.314512, -12.713683, -3.258972)
H (5.319746, -5.444250, 0.347632)
O (0.015668, 0.715984, 6.816924)
H (2.159485, -11.577971, -2.964498)
C (-3.425683, 9.381328, 5.009080)
H (0.092866, 3.301659, 3.699515)
C (1.280211, 6.350515, -2.621491)
H (-1.538448, -5.531954, 1.524547)
O (4.002935, -9.599126, -3.207965)
H (3.041159, 3.965425, 2.752365)
C (3.411561, 4.217670, 0.224656)
C (1.352386, 3.892902, 1.609044)
H (4.858571, -5.909593, -2.489429)
O (5.391024, 2.487248, -2.907524)
C (-3.530253, 1.556951, 1.842261)
C (-0.506003, 7.034503, -4.379398)
F (3.863092, 8.293154, 2.140360)
H (0.811244, 0.256598, 3.245065)
H (-3.951418, 9.937149, 5.781844)
O (3.156800, -2.854425, -0.008842)
C (-2.579162, 2.551981, 1.977673)
H (-2.249299, -1.881970, 6.111628)
H (-2.418445, 6.179074, 5.283414)
O (-4.593893, 7.331670, 6.182100)
C (-0.029799, 3.844516, 1.758089)
C (-3.539770, 5.311532, -5.379874)
S (-0.813395, -5.087999, -0.696321)
H (2.589057, -6.456118, -0.521761)
H (0.737068, 5.280471, -4.455863)
H (-3.588710, -5.501003, 0.172633)
H (-0.925479, 7.490606, -3.484562)
O (-5.511366, -5.569636, -3.910481)
C (0.820684, 6.302990, -4.094348)
H (-2.211532, -2.096055, 1.674777)
H (-7.035029, -7.168409, -5.308095)
H (-7.974350, -6.107748, -1.510036)
H (5.513843, -10.497265, -0.345245)
C (4.257887, -5.275277, 0.176004)
F (1.500351, 8.646387, 3.084899)
C (4.158816, 5.572211, 0.393829)
H (1.511664, 4.174542, -2.742520)
H (2.223482, 2.554525, 2.876781)
O (3.165430, -9.355906, -0.864674)
H (-2.330429, -7.715151, -1.516708)
H (2.175686, 6.974252, -2.603800)
S (-2.597529, 4.016130, 0.984006)
N (-0.606082, 3.470001, 2.986366)
H (-0.511914, 1.838597, -2.327917)
H (-3.423293, -7.200536, 0.616192)
H (3.727380, -3.807946, -3.036481)
N (-1.534511, 6.184932, -4.961698)
H (-2.302351, 4.759303, -1.336897)
H (3.899441, 1.122495, -1.088580)
H (3.834995, 3.495849, 0.918191)
H (-3.280210, 6.850854, -3.852635)
H (7.381088, 0.183655, 0.171820)
C (1.577915, 8.024732, 1.900902)
C (-1.867873, -5.665237, -2.031874)
C (-1.281656, 4.748706, -1.709988)
C (7.137008, 0.070552, -0.886634)
H (-1.440785, 2.970865, 7.090246)
C (-1.555895, -6.088367, 0.589743)
H (-1.237311, -6.059009, -2.825020)
C (-2.416210, 0.287179, 3.578158)
C (2.951593, 7.342000, 1.780351)
C (3.646142, -6.340036, -0.746717)
O (5.427639, -3.209045, -0.985333)
H (-4.001051, -2.889500, 2.618712)
H (7.669709, 1.227185, -2.671909)

Cartesian forces (eV/Å) of the 3 atoms listed first:
-0.053 -0.220 0.029
0.139 -0.212 0.100
0.180 -0.209 0.161